The following is a quantum chemistry calculation of 15 unconnected molecules or ions with the total composition C46H126Cl2N6O20 in a non-equilibrium geometry, from the OMol25 dataset.

```
! RIJCOSX wB97M-V def2-TZVPD def2/J DEFGRID3
* xyz -1 2
Cl 2.103 3.091 -1.977
C 1.932 1.800 -3.204
C 3.147 0.863 -3.182
Cl 4.542 1.485 -4.005
H 1.767 2.289 -4.164
H 1.023 1.307 -2.859
H 2.897 -0.099 -3.631
H 3.475 0.569 -2.184
C 1.751 -3.350 -4.201
O 1.532 -2.009 -4.026
H 1.609 -3.745 -5.206
H 2.733 -3.606 -3.803
H 1.086 -3.829 -3.481
H 0.681 -1.831 -4.434
C 4.472 -3.160 -0.948
O 4.765 -4.539 -1.016
H 3.775 -2.909 -0.147
H 5.332 -2.570 -0.632
H 4.095 -2.658 -1.839
H 5.666 -4.777 -0.785
C -1.201 -6.814 -1.395
O -1.805 -5.604 -1.164
H -1.873 -7.551 -1.834
H -0.339 -6.607 -2.028
H -0.842 -7.259 -0.467
H -2.388 -5.359 -1.886
C -2.011 -0.289 -4.242
O -1.194 -1.154 -4.989
H -1.299 0.123 -3.528
H -2.435 0.549 -4.794
H -2.797 -0.842 -3.726
H -1.688 -1.512 -5.731
C -2.244 -4.095 1.859
O -2.939 -3.183 2.727
H -2.889 -4.560 1.113
H -1.362 -3.588 1.468
H -1.819 -4.921 2.428
H -3.295 -2.519 2.133
C -5.037 6.311 -1.683
O -4.431 5.264 -0.876
H -4.872 6.128 -2.744
H -6.104 6.198 -1.489
H -4.684 7.311 -1.431
H -4.786 5.294 0.016
C 2.270 -7.078 -2.084
O 3.638 -7.227 -1.631
H 1.594 -6.578 -1.391
H 2.086 -6.715 -3.095
H 1.903 -8.103 -2.140
H 3.966 -6.350 -1.420
C -3.945 -1.366 -0.547
O -3.164 -1.187 0.606
H -4.099 -0.497 -1.187
H -3.456 -2.154 -1.120
H -4.927 -1.730 -0.245
H -2.286 -0.834 0.446
C 3.042 2.595 7.219
O 1.781 2.824 6.552
C 1.915 2.808 5.088
C 0.493 3.082 4.476
N -0.180 4.257 5.050
C 0.213 5.473 4.324
C -0.187 6.734 5.145
O 0.741 6.963 6.176
C 0.519 8.182 6.814
H 2.869 2.759 8.283
H 3.775 3.322 6.868
H 3.313 1.543 7.140
H 2.411 1.871 4.835
H 2.656 3.550 4.790
H -0.184 2.250 4.673
H 0.465 3.099 3.387
H 0.164 4.481 5.973
H -0.309 5.475 3.366
H 1.281 5.629 4.170
H -1.133 6.531 5.647
H -0.228 7.600 4.483
H 0.770 9.066 6.229
H 1.027 8.198 7.779
H -0.534 8.309 7.069
C 2.967 3.853 1.573
O 2.646 2.570 2.084
C 3.272 1.522 1.348
C 2.969 0.170 1.982
N 1.542 0.045 2.282
C 1.186 -0.995 3.351
C -0.322 -1.051 3.492
O -0.855 0.157 4.144
C -2.232 0.118 4.242
H 2.080 4.409 1.268
H 3.582 3.867 0.674
H 3.484 4.515 2.268
H 4.359 1.579 1.296
H 2.878 1.529 0.332
H 3.551 0.142 2.903
H 3.292 -0.669 1.366
H 1.233 0.985 2.485
H 1.670 -0.804 4.309
H 1.500 -1.980 3.006
H -0.552 -1.953 4.059
H -0.697 -1.127 2.472
H -2.567 -0.227 5.219
H -2.752 -0.324 3.392
H -2.584 1.149 4.265
C -1.619 3.467 -3.164
O -1.659 2.813 -4.354
C -1.880 3.651 -5.497
C -2.246 2.812 -6.738
N -1.254 1.889 -7.227
C -0.094 2.590 -7.717
C 1.120 1.609 -8.051
O 1.558 0.980 -6.830
C 2.710 0.162 -7.050
H -2.531 3.993 -2.882
H -0.858 4.247 -3.184
H -1.363 2.848 -2.304
H -1.084 4.372 -5.680
H -2.736 4.296 -5.298
H -2.609 3.509 -7.493
H -3.139 2.216 -6.551
H -0.928 1.291 -6.481
H 0.236 3.405 -7.073
H -0.449 3.101 -8.611
H 2.016 2.137 -8.376
H 0.846 0.859 -8.793
H 3.210 -0.204 -6.153
H 3.494 0.738 -7.542
H 2.434 -0.650 -7.723
C -2.184 3.894 1.181
O -1.374 3.090 0.314
C -1.160 1.764 0.775
C -0.617 0.916 -0.380
N -0.351 -0.500 0.021
C 0.361 -1.178 -1.074
C 0.625 -2.606 -0.726
O 1.094 -2.741 0.596
C 1.440 -4.038 1.017
H -2.488 4.689 0.500
H -1.666 4.340 2.030
H -3.130 3.435 1.469
H -2.096 1.272 1.041
H -0.613 1.894 1.709
H 0.345 1.369 -0.618
H -1.280 0.845 -1.242
H 0.239 -0.511 0.840
H 1.268 -0.612 -1.289
H -0.198 -1.237 -2.008
H 1.403 -2.938 -1.413
H -0.258 -3.243 -0.778
H 2.177 -4.482 0.348
H 0.545 -4.657 0.949
H 1.836 -4.074 2.032
C 1.781 -6.621 3.497
O 1.663 -7.427 2.317
C 2.901 -8.102 2.078
C 2.807 -9.194 1.047
N 1.874 -10.216 1.458
C 1.792 -11.266 0.481
C 0.575 -12.156 0.618
O 0.598 -13.148 -0.431
C -0.508 -14.042 -0.411
H 0.828 -6.102 3.595
H 2.615 -5.928 3.383
H 1.989 -7.286 4.336
H 3.410 -8.542 2.935
H 3.699 -7.476 1.678
H 3.788 -9.610 0.817
H 2.469 -8.670 0.153
H 0.982 -9.766 1.608
H 2.714 -11.843 0.410
H 1.806 -10.817 -0.512
H -0.357 -11.614 0.460
H 0.577 -12.622 1.603
H -1.210 -13.387 -0.926
H -0.923 -14.248 0.575
H -0.316 -14.965 -0.959
C 0.545 6.076 -1.131
O -0.532 6.974 -1.491
C -0.698 8.179 -0.760
C -1.350 7.924 0.621
N -2.809 7.643 0.584
C -3.377 7.583 1.963
C -4.909 7.146 2.058
O -4.994 5.777 1.680
C -6.276 5.263 1.969
H 0.332 5.586 -0.181
H 1.521 6.550 -1.024
H 0.672 5.315 -1.901
H -1.287 8.838 -1.398
H 0.238 8.705 -0.570
H -1.237 8.825 1.224
H -0.859 7.059 1.067
H -2.909 6.846 -0.029
H -3.325 8.611 2.322
H -2.784 6.920 2.593
H -5.388 7.944 1.490
H -5.236 7.263 3.092
H -6.250 4.193 1.765
H -7.007 5.587 1.228
H -6.688 5.511 2.947
*
```

Its frontier orbital gap (alpha / beta) is 1.4 / 8.6 eV. For the LUMO energy (alpha / beta), the calculation gives 1.89 / 1.88 eV. The max |F| comes out at 0.0647 hartree/bohr. As for the HOMO energy (alpha / beta): 0.471 / -6.726 eV.